# 1
The following is a DFT calculation (ωB97M-V with the def2-TZVPD basis set) of a structure of composition C21H18CuNO5 in a non-equilibrium geometry.

```
! wB97M-V def2-TZVPD RIJCOSX def2/J DEFGRID3
* xyz 0 1
Cu -2.694 -1.096 0.154
H -2.313 5.404 -4.339
O -2.836 0.360 -0.931
C -1.882 0.688 -1.748
C 0.350 1.211 2.531
C -1.601 -2.922 1.879
H -4.176 2.003 -2.641
C 4.220 -0.764 -0.187
C 1.802 -1.066 -0.049
C 0.863 -3.135 1.838
H -1.234 -2.618 -0.830
C -0.345 -2.801 1.154
O 0.407 2.302 -2.480
H 0.784 0.693 3.431
C -3.248 2.505 -2.891
C -0.842 2.815 -2.679
H 1.128 2.906 -2.630
O -2.688 -2.494 1.337
C -3.402 3.738 -3.494
H -4.407 4.090 -3.738
H 0.240 -0.965 -1.422
C 3.054 -1.470 -0.512
C 1.680 -0.030 0.936
C -0.405 -3.597 3.775
H -2.563 -3.429 3.683
C 4.108 0.281 0.750
H 5.146 -0.994 -0.706
H 1.785 -3.037 1.293
C -1.001 4.056 -3.333
C -0.324 -2.322 -0.158
H -0.072 4.666 -3.502
C -1.596 -3.330 3.196
O 0.442 0.286 1.379
H 2.802 1.419 2.100
C -1.980 2.011 -2.455
C -2.238 4.484 -3.750
H 1.789 -3.547 3.620
H -0.690 1.308 2.830
N 0.631 -1.535 -0.636
H 3.067 -2.306 -1.229
C 2.843 0.633 1.331
H 5.023 0.769 0.985
C 0.831 -3.408 3.134
H -0.377 -3.916 4.838
H 0.777 2.146 2.223
O -0.855 0.005 -2.056
*
```

Löwdin atomic charge list, values in e, 5 entries: atom 1 (Cu): 0.5406, atom 2 (H): 0.1054, atom 3 (O): -0.1137, atom 4 (C): -0.4926, atom 5 (C): -0.0128


# 2
The following is a DFT calculation (ωB97M-V with the def2-TZVPD basis set) of a structure of composition C28H38BHgN9.

ΔE to the lowest compared entry with this formula, charge and spin: 0.00 kJ/mol

```
! wB97M-V def2-TZVPD RIJCOSX def2/J DEFGRID3
* xyz 0 1
C 2.024 -0.745 -0.618
H -2.991 4.321 0.903
C -3.833 1.731 -2.727
H -4.652 0.421 -1.275
H -4.442 -1.578 -1.676
H -3.311 -3.403 1.279
H -4.477 -3.064 -0.734
C 3.386 -0.417 -0.685
C 2.977 3.934 2.945
C 0.023 -0.231 4.286
H 0.406 -1.322 -1.906
C 4.159 4.200 3.585
C 4.931 3.029 3.408
H -5.529 1.338 -3.993
C -1.433 1.954 -2.746
H 6.614 1.745 3.582
N 1.427 0.003 0.302
H -5.045 -0.176 0.565
N -0.468 2.520 1.330
H 2.079 4.159 0.211
C -2.494 0.427 -1.160
C -1.083 3.418 0.570
C 0.918 0.368 5.172
Hg -0.881 -0.013 1.255
C -2.569 3.427 0.442
C -3.851 -2.221 -1.030
H 0.876 -2.550 -0.736
C 1.078 3.815 0.416
H 2.509 1.849 4.655
B 1.913 1.846 1.884
C -1.355 1.030 -1.717
H -1.037 -1.523 5.601
H -2.042 -0.800 4.343
H 4.435 5.105 4.100
N 0.862 2.771 1.239
H -5.935 2.148 -2.484
H -2.867 3.406 -0.607
C -3.325 -1.508 0.225
H 0.477 1.773 -3.721
C -0.169 2.549 -3.308
N -2.320 -0.493 -0.124
N 2.375 0.800 0.850
N 4.260 2.127 2.714
H -5.163 3.050 -3.794
H -0.330 5.097 -0.696
H 4.441 1.102 0.580
C 3.562 0.570 0.262
C -1.058 -1.222 4.556
H -2.994 2.551 0.932
H 7.029 3.463 3.476
C -0.140 4.271 -0.030
H 2.086 4.530 2.836
N 1.274 1.114 3.119
N 0.257 0.226 3.056
H 0.395 3.061 -2.526
H -2.290 -2.178 2.020
H 1.902 -2.238 -2.137
H 6.377 2.810 4.975
H -5.160 -1.740 1.373
H -3.010 -2.600 -1.612
C -2.625 -2.584 1.061
C -4.471 -0.944 1.079
C 1.686 1.207 4.389
H -2.756 3.023 -4.061
H -0.377 0.769 -1.327
C -5.188 2.090 -3.278
N 3.063 2.692 2.407
H -0.388 3.265 -4.100
H -1.762 -2.983 0.525
C 1.260 -1.768 -1.394
H 0.997 0.204 6.232
C 6.317 2.747 3.887
H -0.931 -2.116 3.943
H -4.060 -0.497 1.988
C -3.736 0.814 -1.687
C -2.682 2.303 -3.253
H 4.135 -0.847 -1.328
*
```

Löwdin atomic charge list, values in e, 5 entries: atom 1 (C): -0.3533, atom 2 (H): 0.0809, atom 3 (C): -0.2815, atom 4 (H): 0.0888, atom 5 (H): 0.0639


# 3
The following is a DFT calculation (ωB97M-V with the def2-TZVPD basis set) of a cluster of 2 separate species, H4S3 in total.

SMILES: SS.S
ΔE to the lowest compared entry with this formula, charge and spin: 24.54 kJ/mol

```
! wB97M-V def2-TZVPD RIJCOSX def2/J DEFGRID3
* xyz 0 1
H -0.165 -0.861 -2.652
S -0.316 1.168 2.564
H -1.583 0.785 2.514
H -0.446 -0.808 0.906
H 1.284 0.376 -2.014
S 0.486 -0.639 1.852
S 0.739 -0.021 -3.168
*
```

Löwdin atomic charge list, values in e, 5 entries: atom 1 (H): -0.2347, atom 2 (S): 0.2249, atom 3 (H): -0.2209, atom 4 (H): -0.2172, atom 5 (H): -0.2340


# 4
The following is a DFT calculation (ωB97M-V with the def2-TZVPD basis set) of an isolated molecule of C4H5N3O in a non-equilibrium geometry.

SMILES: C#C/C=N\O/C=N/N
ΔE to the lowest compared entry with this formula, charge and spin: 659.27 kJ/mol

```
! wB97M-V def2-TZVPD RIJCOSX def2/J DEFGRID3
* xyz 0 1
H 1.267 0.701 1.269
C 0.906 0.851 0.251
O -0.376 0.209 0.145
C -2.446 -1.206 0.323
H -2.023 -1.929 -1.680
H 3.154 1.640 -1.408
N -0.629 -0.510 -1.044
C -1.711 -1.201 -0.883
H 3.472 1.354 0.200
N 1.547 1.293 -0.672
H -3.088 -1.452 2.519
C -2.874 -1.509 1.446
N 2.801 1.760 -0.467
*
```

Löwdin atomic charge list, values in e, 5 entries: atom 1 (H): 0.1338, atom 2 (C): -0.2135, atom 3 (O): -0.1309, atom 4 (C): -0.1181, atom 5 (H): 0.1319


# 5
The following is a DFT calculation (ωB97M-V with the def2-TZVPD basis set) of a cluster of 6 separate species, C40H91O15P in total in a non-equilibrium geometry.

SMILES: CC(C)=CCC[C@H](C)CCP.COCCOCCOC.COCCOCCOC.COCCOCCOC.COCCOCCOC.COCCOCCOC
ΔE to the lowest compared entry with this formula, charge and spin: 86.74 kJ/mol

```
! wB97M-V def2-TZVPD RIJCOSX def2/J DEFGRID3
* xyz 0 1
H 1.891 -4.459 -3.360
O 7.487 2.212 1.203
H 9.808 2.620 6.399
H -4.131 2.503 -5.353
H 7.783 0.321 1.776
C 5.848 3.807 2.131
H -8.367 5.121 -0.221
H -6.365 -9.278 -4.440
H -2.504 0.680 -4.918
H -5.869 3.788 -3.858
C -8.237 7.913 -0.663
H -7.142 3.224 -1.307
H -0.057 -5.250 -0.240
C -1.718 6.219 -4.282
C -1.109 -3.374 -0.067
H -2.146 -11.337 -3.828
C -5.994 4.803 -3.472
H -5.283 -9.651 -0.920
H 0.848 1.159 -4.269
H 5.927 3.054 0.106
O -7.041 4.861 -2.528
H 3.837 -2.989 -0.010
H 2.118 -0.455 -0.829
H -5.629 4.152 -1.180
H 5.817 5.141 8.985
H -1.611 -4.853 -2.848
O -5.617 -8.629 -2.704
H -10.956 8.088 -0.952
H -2.940 5.154 -2.490
C -3.164 2.712 -4.888
C -6.841 -10.754 -3.009
C -2.375 3.092 -2.616
H 6.887 2.277 8.931
O 9.182 2.119 8.283
H 6.125 -0.803 0.529
H 5.019 -2.810 -1.349
H 7.912 3.865 5.750
H -2.034 -1.049 -2.025
H -8.220 8.888 -1.170
C -5.884 -9.724 -3.566
O -0.868 1.954 -5.003
C 0.175 -1.313 -0.857
H -2.726 -2.694 -1.875
H -0.046 -3.239 -1.915
C 4.150 -3.354 -0.987
H -6.560 7.069 -1.731
C 6.300 3.106 8.534
C -10.465 7.131 -0.745
H 3.603 -4.430 -3.765
C -4.849 -8.859 -1.533
C 6.291 0.255 0.285
C -7.104 -11.974 -1.002
H 7.458 6.603 8.842
H -1.310 6.331 -5.286
H -2.258 -9.584 -4.054
C -2.115 -10.378 -3.312
H 0.138 0.253 -5.624
H -2.845 -9.060 -0.818
C 2.891 -4.442 -2.933
C -6.847 7.317 -0.708
H 6.975 0.311 -0.571
H 10.304 0.384 8.109
H 4.231 3.737 4.341
H -4.930 -7.932 -0.959
C -7.288 4.991 -0.120
H 6.245 0.973 2.322
H -8.524 8.071 0.384
H -0.593 0.162 -3.993
C -0.087 0.818 -4.711
H -7.665 -11.126 -0.593
C -3.376 -9.097 -1.779
C -2.204 1.640 -5.354
C -6.715 4.235 -1.299
O -6.223 -11.558 -2.020
H 3.880 1.452 -1.582
C 7.952 3.595 6.809
H -2.263 1.560 -6.448
H -7.173 -11.407 -3.827
H -1.357 4.766 -1.777
H 7.253 4.101 0.586
H 5.587 1.214 -2.004
C -2.027 4.565 -2.623
H 5.947 4.071 10.403
H -6.504 -12.412 -0.206
H 5.255 2.786 8.537
H 6.556 4.002 2.945
C 3.032 -3.260 -2.002
O -3.427 2.711 -3.492
C 8.872 2.400 6.930
H -2.807 6.332 -4.340
H -2.135 -3.098 0.180
H 4.518 -0.201 -1.744
H 3.052 -5.368 -2.388
H -1.486 2.479 -2.775
H 8.989 6.301 9.676
C -1.841 -2.114 -2.122
H -1.304 7.007 -3.642
C 6.931 0.935 1.474
H -1.585 -5.342 0.598
H 2.072 -1.942 0.052
O 7.737 4.710 9.649
H 4.055 1.977 4.173
H -7.718 -10.240 -2.597
H -11.053 6.330 -1.190
P -1.942 -5.633 -1.728
H 7.507 6.525 10.628
C -1.090 -4.907 -0.271
H -6.156 8.086 -0.356
H 5.362 4.754 1.857
C 9.365 0.745 8.543
H -0.504 -3.187 0.824
O -9.179 7.085 -1.320
O -3.147 -10.376 -2.352
H 1.935 -1.840 -3.073
H 9.405 0.617 9.623
H 4.450 -4.393 -0.837
H -5.049 5.144 -3.039
O 5.041 0.840 -0.036
H 8.354 4.457 7.343
C 2.223 -2.175 -2.079
H -2.850 3.699 -5.233
C 1.699 -1.470 -0.851
H -1.133 -10.262 -2.840
C -0.612 -2.564 -1.275
O 6.601 3.350 7.169
H -0.118 -1.082 0.170
C 6.605 3.290 0.928
H -1.645 -2.316 -3.177
O -1.358 4.939 -3.815
H -3.326 -5.456 -1.539
C 7.918 6.107 9.703
C 6.392 4.322 9.430
H -0.115 -0.438 -1.435
H 8.397 1.534 6.454
H -6.253 5.469 -4.295
C 4.750 0.820 -1.416
O 4.842 2.900 2.545
H -10.420 6.972 0.339
H 5.660 2.669 4.443
H -7.122 4.373 0.766
H -2.984 -8.303 -2.419
H -7.806 -12.729 -1.373
C 4.697 2.828 3.947
H -2.748 2.858 -1.615
H -4.960 -10.192 -3.911
O -6.640 6.220 0.167
H 8.531 0.153 8.150
*
```

Löwdin atomic charge list, values in e, 5 entries: atom 1 (H): 0.0646, atom 2 (O): -0.1224, atom 3 (H): 0.1294, atom 4 (H): 0.1253, atom 5 (H): 0.1275


Number 1: Kohn-Sham gap 0.272 Eh, HOMO -7.87 eV. Number 2: Kohn-Sham gap 0.288 Eh, HOMO -7.22 eV. Number 3: Kohn-Sham gap 0.336 Eh, HOMO -9.01 eV. Number 4: Kohn-Sham gap 0.343 Eh, HOMO -8.90 eV. Number 5: Kohn-Sham gap 0.324 Eh, HOMO -8.17 eV.